Density functional theory data (the ωB97M-V functional and the def2-TZVPD basis) for 2 unconnected molecules or ions with the total composition C3H6NO2 in a non-equilibrium geometry.

## Properties
energy above the lowest of the compared OMol25 structures with the same formula, charge and spin: 0.764 eV
HOMO: -15.183 eV
net charge: +1

```
12
C3H6NO2 (the ωB97M-V functional and the def2-TZVPD basis)
C 1.8941 -0.5198 -1.7411
C -1.6741 -0.6726 0.4235
C -0.4240 -0.2429 0.4418
N 0.0742 1.0983 0.7246
O 2.7592 -1.1066 -2.1379
O 0.9978 -0.0176 -1.1900
H -2.4820 0.0441 0.4950
H -1.9282 -1.7504 0.3223
H 0.3777 -0.9349 0.6167
H 0.0123 1.2198 1.7258
H -0.5355 1.6332 0.1105
H 0.9282 1.2495 0.2089
```